(1)
Formula: C19H37B3F2INO13
Source: the Open Molecules 2025 dataset
Level of theory: ωB97M-V with the def2-TZVPD basis set

Cartesian coordinates (Å):
1 I 1.724 -3.767 -1.463
2 F 2.820 1.134 -1.745
3 F -0.451 2.342 -2.897
4 O 4.874 -2.545 -3.232
5 O 3.790 3.115 -2.597
6 O 2.402 -1.788 -4.713
7 O -3.824 5.758 -0.123
8 O -0.905 -2.218 -1.633
9 O 0.650 4.231 -3.602
10 O -4.254 4.171 2.512
11 O -0.979 -1.901 4.199
12 O 2.835 0.616 -5.462
13 O -3.012 2.768 -0.356
14 O 0.669 0.089 -4.370
15 O -0.011 -5.026 5.218
16 O 0.807 -3.784 2.491
17 N 1.967 2.310 -3.815
18 C 0.030 -2.671 -2.366
19 C -4.968 5.062 0.376
20 C 1.460 -3.768 3.762
21 C 2.912 2.214 -2.682
22 C 1.249 -5.054 4.554
23 C 4.901 -1.003 -5.298
24 C -0.399 -6.310 5.673
25 C -2.568 5.110 0.085
26 C -2.349 3.927 -0.854
27 C 5.637 -1.565 -3.984
28 C -0.612 -3.613 2.524
29 C -3.117 1.752 -1.338
30 C -4.074 4.430 3.893
31 C -1.033 -0.513 4.472
32 C 6.139 -0.410 -2.959
33 C -5.095 5.141 1.893
34 C -0.040 -2.428 -3.974
35 C -1.028 -2.172 2.801
36 C 0.697 2.975 -3.449
37 B 1.770 1.002 -4.533
38 B 3.306 -0.739 -5.127
39 B 1.084 -1.295 -4.396
40 H -4.824 6.147 2.233
41 H 5.014 -1.824 -6.113
42 H 2.527 -3.683 3.535
43 H -1.080 -4.315 3.217
44 H -2.061 -2.019 2.466
45 H -3.567 5.390 4.036
46 H -5.829 5.574 -0.062
47 H 7.218 -0.141 -3.299
48 H 5.478 0.524 -3.010
49 H -1.955 -0.078 4.073
50 H 0.342 -6.714 6.368
51 H -2.435 4.830 1.132
52 H 5.475 -3.079 -2.652
53 H -1.016 -0.377 5.555
54 H 0.272 -3.407 -4.494
55 H -3.611 0.889 -0.886
56 H -3.444 3.641 4.307
57 H -0.160 -0.008 4.046
58 H -2.724 4.177 -1.853
59 H 1.183 -2.883 4.338
60 H -2.126 1.451 -1.686
61 H -1.811 5.865 -0.144
62 H -3.727 2.099 -2.178
63 H 5.427 -0.018 -5.596
64 H -1.355 -6.213 6.190
65 H -1.110 -2.119 -4.281
66 H -0.365 -1.488 2.261
67 H -5.036 4.428 4.415
68 H 6.256 -0.844 -1.898
69 H -4.991 4.031 0.017
70 H -1.278 3.701 -0.913
71 H 1.299 -5.915 3.877
72 H -0.532 -6.988 4.824
73 H -0.958 -3.875 1.520
74 H 2.029 -5.146 5.318
75 H -6.128 4.923 2.186
76 H 6.602 -2.110 -4.339

**Calculated total energy**: -2351.09190 Ha
**Spin multiplicity**: 1
**Kohn-Sham gap**: 8.336 eV
**SMILES**: C[C@@H](O)CB1OB(CC(=O)I)OB(N(C(=O)F)C(=O)F)O1.COCCOCCOC.COCCOCCOC
**F_max**: 6.84 eV/A
**Net charge**: 0

Listed below, in e, are the Mulliken charges computed for each atom: 0.032, -0.193, -0.077, -0.408, -0.454, -0.358, -0.473, -0.491, -0.473, -0.195, -0.258, -0.245, -0.223, -0.337, -0.246, -0.369, 0.312, 0.150, -0.399, -0.444, 0.462, -0.584, -0.554, -0.770, -0.509, -0.335, 0.178, -0.489, -0.622, -0.750, -0.764, -0.883, -0.608, -0.275, -0.559, 0.308, 0.487, 0.206, 0.324, 0.353, 0.277, 0.390, 0.205, 0.463, 0.315, 0.383, 0.315, 0.095, 0.301, 0.313, 0.200, 0.290, 0.244, 0.278, 0.245, 0.196, 0.323, 0.357, 0.198, 0.154, 0.387, 0.341, 0.167, 0.228, 0.245, 0.325, 0.316, 0.276, 0.185, 0.246, 0.342, 0.320, 0.409, 0.441, 0.440, 0.324

***

(2)
Formula: C37H57BN8O
Source: the Open Molecules 2025 dataset
Level of theory: ωB97M-V with the def2-TZVPD basis set

Cartesian coordinates (Å):
1 O 7.276 0.900 -2.758
2 N 6.068 1.365 -2.669
3 N 0.141 -4.572 5.076
4 N -5.981 -0.441 -3.433
5 N -0.669 2.559 -2.620
6 N -5.068 -0.311 1.876
7 N -2.334 -2.549 0.286
8 N 1.502 1.708 2.724
9 N -2.917 -1.739 3.448
10 C 1.452 -5.201 4.971
11 C 3.148 1.693 -2.791
12 C 1.217 -3.547 3.289
13 C -6.318 0.107 2.362
14 C 5.425 1.945 -3.895
15 C -2.618 -0.034 5.015
16 C 2.745 1.972 3.296
17 C -0.061 3.763 -2.850
18 C 0.498 2.020 3.639
19 C -3.948 -0.687 -2.343
20 C -2.180 -0.557 3.723
21 C -0.066 -3.618 4.178
22 C 2.157 -4.537 3.741
23 C -1.277 1.927 -3.735
24 C 5.559 0.856 -4.975
25 C 0.965 2.670 4.875
26 C -0.452 4.190 -4.367
27 C -2.744 -4.686 1.193
28 C 6.250 3.111 -4.196
29 C -5.687 1.418 0.354
30 C -5.243 0.143 -2.335
31 C 2.461 2.657 4.638
32 C -1.636 -3.714 0.689
33 C 3.895 1.493 -1.364
34 C -6.820 1.170 1.389
35 C -4.565 0.433 0.799
36 C -3.976 -4.089 0.737
37 C 4.097 2.508 -3.571
38 C -3.986 -1.706 -3.415
39 C 5.314 0.818 -1.529
40 C -1.213 2.908 -4.879
41 C -3.853 -2.076 4.363
42 C 6.084 1.065 -0.149
43 C -3.645 -2.715 0.077
44 C 5.191 -0.753 -1.626
45 C -5.396 -1.528 -4.004
46 C -3.740 -0.972 5.439
47 B -0.319 0.087 0.276
48 H -2.789 -2.549 2.633
49 H 3.180 0.916 -0.713
50 H -1.605 -0.125 2.951
51 H 3.009 0.886 -3.389
52 H 1.929 -5.849 5.763
53 H 5.044 0.218 -4.697
54 H 5.420 0.639 0.665
55 H -0.587 1.857 3.246
56 H 4.021 2.411 -0.826
57 H 4.632 -1.234 -0.849
58 H 3.038 3.172 5.171
59 H 6.337 2.225 -0.005
60 H -7.888 1.531 1.457
61 H 1.411 1.254 1.799
62 H -0.114 -0.833 1.020
63 H -0.399 -4.750 5.883
64 H -4.299 -2.012 -0.144
65 H 3.088 -4.835 3.606
66 H 1.164 -2.710 2.496
67 H -5.681 1.089 -1.842
68 H -3.518 0.322 0.438
69 H 6.051 -1.182 -1.710
70 H -6.589 -0.247 3.359
71 H -0.333 -0.382 -0.839
72 H 5.099 1.212 -5.882
73 H -1.668 2.650 -5.778
74 H -0.202 5.134 -4.762
75 H -4.626 -1.039 6.166
76 H -1.750 1.109 -3.675
77 H 0.524 0.879 0.501
78 H 6.157 3.927 -3.523
79 H -1.825 -1.707 -0.028
80 H -0.430 -3.815 0.566
81 H 2.286 2.055 -2.603
82 H 0.402 4.139 -1.999
83 H -1.358 0.578 0.599
84 H 7.094 0.582 -0.235
85 H -5.924 -2.118 -4.680
86 H -2.259 0.832 5.669
87 H 6.537 0.383 -5.135
88 H -5.626 1.957 -0.554
89 H 4.071 3.490 -3.218
90 H 3.419 2.584 -4.392
91 H -3.110 -0.616 -1.902
92 H -0.469 1.791 -1.871
93 H 4.503 -0.856 -2.329
94 H 3.685 1.686 2.675
95 H -7.145 -0.407 -3.617
96 H -4.469 -0.974 2.426
97 H -0.925 -2.938 4.130
98 H -4.416 -2.940 4.248
99 H -3.225 -2.206 -3.751
100 H 7.302 2.834 -4.364
101 H -2.349 -5.596 1.538
102 H 5.831 3.544 -5.222
103 H 0.566 2.968 5.681
104 H -4.955 -4.385 0.898

**Calculated total energy**: -1981.16872 Ha
**Spin multiplicity**: 1
**Kohn-Sham gap**: 1.532 eV
**F_max**: 15.11 eV/A
**Net charge**: 0
**Relative energy (zero: lowest compared OMol25 entry of this formula, charge and spin)**: 5.3420 eV

Atomic partial charges in e from the Mulliken method, atoms 1 to 99: -0.350, 0.970, -0.057, -0.169, 0.120, 0.329, 0.524, 0.255, 0.730, -0.368, -1.354, -0.121, -0.406, 2.021, -0.209, -0.109, -0.447, -0.136, -0.440, -0.060, -0.295, -0.844, -0.580, -2.082, -0.887, -0.791, -0.748, -1.860, -1.191, -0.741, -0.840, -0.183, -1.288, -0.663, -0.440, -1.227, -1.483, -1.206, 1.075, -0.666, -0.340, -1.375, -0.728, -2.137, -0.538, -0.825, 1.057, -0.386, 0.496, -0.139, 0.461, 0.313, 0.849, 0.321, 0.316, 0.490, 0.480, 0.574, 0.351, 0.314, 0.026, -0.619, 0.223, 1.071, 0.538, 0.134, 0.012, 0.718, 0.653, 0.378, -0.201, 0.464, 0.471, 0.432, 0.274, 0.681, -0.499, 0.450, -0.233, 0.281, 0.631, 0.615, -0.317, 0.455, 0.490, 0.353, 0.380, 0.943, 0.424, 0.499, 1.594, 0.155, 0.550, 0.070, 0.332, 0.242, 0.412, 0.525, 0.621

***

(3)
Formula: C64H164N12O20
Source: the Open Molecules 2025 dataset
Level of theory: ωB97M-V with the def2-TZVPD basis set

Cartesian coordinates (Å):
1 O -0.204 -2.056 -0.616
2 O 1.415 4.444 2.081
3 O 0.211 1.166 4.285
4 O 8.443 -3.721 3.756
5 O -4.009 3.709 4.730
6 O 3.883 -0.242 -0.888
7 O 1.516 -5.437 2.047
8 O -2.698 1.618 -5.928
9 O -6.494 -3.873 1.145
10 O -5.427 -0.618 -2.308
11 O -3.948 4.480 -1.354
12 O 5.963 -1.196 4.340
13 O 0.766 2.364 -1.195
14 O -1.222 -1.918 -5.559
15 O 4.791 -4.862 0.318
16 O 5.388 6.818 -0.652
17 O 2.438 -0.710 -6.547
18 O -0.943 5.647 -6.251
19 O -7.416 3.917 0.882
20 O -2.055 -3.970 4.939
21 N -4.305 -4.447 3.135
22 N 3.803 -1.816 -4.236
23 N -1.265 3.544 -4.501
24 N 3.524 -3.335 2.475
25 N -3.677 -1.256 0.278
26 N 0.927 -1.948 -3.520
27 N -3.458 1.539 1.739
28 N -0.869 4.268 0.612
29 N 7.347 -5.380 1.653
30 N 2.943 4.440 -1.627
31 N 1.486 -1.636 6.314
32 N -6.282 1.998 -0.861
33 C -3.451 3.366 3.430
34 C -7.764 4.645 2.022
35 C 2.549 4.270 2.924
36 C 0.896 -2.423 0.177
37 C -7.821 2.560 0.902
38 C -2.536 -2.990 3.982
39 C 4.227 4.928 -1.337
40 C 1.456 2.525 -2.386
41 C 3.897 -4.474 -0.716
42 C -3.092 1.007 4.123
43 C 5.701 -5.955 -0.031
44 C 1.015 0.340 5.126
45 C 0.281 5.038 2.647
46 C -2.113 1.287 -4.633
47 C 4.121 6.375 -1.090
48 C -1.034 4.908 -3.978
49 C 6.849 -0.735 3.283
50 C -0.701 6.676 -7.160
51 C -6.924 -3.166 0.013
52 C -5.526 -1.805 -3.128
53 C -7.703 1.963 -0.501
54 C -1.272 -1.741 0.263
55 C -5.934 1.774 -2.336
56 C -2.471 -1.947 -6.235
57 C 2.850 3.103 -2.232
58 C 4.802 -2.834 3.036
59 C 4.058 -0.739 -3.262
60 C -4.070 1.623 -5.868
61 C -3.830 1.913 3.117
62 C 4.407 -1.624 -5.597
63 C 2.189 -5.342 3.294
64 C 7.976 -4.108 5.058
65 C 0.498 -4.306 -3.294
66 C 4.704 -1.569 3.847
67 C -2.022 2.515 -3.824
68 C 0.377 -3.077 -4.150
69 C -5.310 -4.647 0.891
70 C 4.370 -0.576 0.374
71 C 0.358 -0.936 5.737
72 C 1.670 0.421 -6.364
73 C -4.861 -5.443 2.151
74 C -2.164 -0.090 -1.377
75 C -1.132 -2.990 -4.625
76 C 2.599 -3.906 3.463
77 C 5.316 8.129 -0.131
78 C -0.566 5.467 1.481
79 C -6.339 0.384 -2.758
80 C -3.613 4.975 5.088
81 C -0.836 -0.632 6.549
82 C -2.494 -1.377 -0.573
83 C 3.810 -0.494 -6.463
84 C -3.206 4.875 -0.246
85 C -0.378 5.825 -4.976
86 C -1.736 4.623 -0.524
87 C 6.449 -6.337 1.215
88 C -3.214 -3.666 2.778
89 C 3.973 -1.303 -1.830
90 C 9.212 -4.817 3.187
91 C 1.313 1.444 -0.346
92 C -5.147 5.238 -1.524
93 C 8.346 -5.944 2.590
94 C -1.052 -4.825 4.418
95 C 0.475 0.824 2.947
96 C 1.351 -6.831 1.759
97 H 0.755 1.468 0.568
98 H -1.609 -0.343 5.831
99 H -1.077 -0.877 0.921
100 H 4.171 -0.839 3.233
101 H -3.416 -2.949 1.955
102 H 5.463 -3.499 3.608
103 H 7.490 -1.540 2.909
104 H -1.673 3.879 -1.306
105 H 3.388 6.538 -0.285
106 H 0.022 -5.153 -3.777
107 H -3.310 -2.104 -5.512
108 H 4.821 -1.933 -1.627
109 H 5.344 -2.493 2.129
110 H -2.009 0.997 4.000
111 H -7.159 -3.938 -0.723
112 H 1.561 -4.573 -3.061
113 H -8.794 2.476 1.328
114 H -1.367 5.522 -0.991
115 H 5.747 -6.605 2.013
116 H -4.165 -6.198 1.744
117 H -2.585 -0.952 -6.631
118 H 4.776 4.466 -0.483
119 H -7.309 0.149 -2.380
120 H -1.402 -2.575 0.973
121 H 0.780 -2.037 1.224
122 H -4.158 5.796 4.653
123 H -4.475 1.998 -4.928
124 H -5.641 -5.959 2.695
125 H 2.379 4.517 -0.783
126 H -6.436 2.613 -2.867
127 H -0.334 4.967 -3.101
128 H -1.827 0.789 -0.700
129 H -3.349 1.152 5.207
130 H -5.093 -1.506 -4.090
131 H -4.385 2.321 -6.717
132 H 0.653 -1.852 -2.527
133 H 1.132 0.435 -0.819
134 H 4.299 -0.386 -7.475
135 H 3.750 -4.002 1.740
136 H -6.547 -2.228 -3.155
137 H -3.027 2.812 -3.632
138 H 0.565 5.907 3.278
139 H 0.610 -0.224 2.621
140 H 4.404 -4.533 -1.663
141 H 1.178 -6.901 0.719
142 H -7.323 4.248 2.926
143 H 2.753 -1.923 -4.250
144 H 9.898 -5.166 3.965
145 H 3.083 -5.165 -0.711
146 H -4.132 1.888 1.058
147 H 4.139 -1.789 4.818
148 H 3.940 -1.422 0.915
149 H 1.877 -1.161 7.103
150 H 8.806 -4.488 5.688
151 H -2.554 1.963 1.478
152 H 4.753 4.802 -2.273
153 H 0.906 -3.230 -5.086
154 H -0.203 4.282 3.186
155 H 3.956 0.440 -5.934
156 H -1.063 0.977 -4.934
157 H -3.760 4.099 2.680
158 H 3.008 3.361 2.523
159 H 0.658 5.518 -5.117
160 H 3.078 -1.933 -1.836
161 H -3.127 0.205 -1.857
162 H 3.514 2.375 -1.724
163 H -3.601 4.223 0.663
164 H 6.352 -5.557 -0.815
165 H 7.952 -6.544 3.438
166 H 7.455 0.029 3.784
167 H -7.121 2.065 1.568
168 H -1.013 6.374 -8.160
169 H 3.174 3.023 -3.268
170 H -4.900 -2.509 -2.655
171 H -4.421 -0.939 -0.267
172 H 5.553 8.945 -0.910
173 H -4.552 -3.989 0.496
174 H 8.900 -6.647 2.013
175 H -0.522 6.818 -4.519
176 H -2.602 5.205 4.736
177 H 1.691 -5.796 4.092
178 H -6.227 -2.502 -0.427
179 H -3.548 0.013 4.015
180 H 9.645 -4.335 2.341
181 H 5.989 8.222 0.754
182 H -2.592 -4.439 2.337
183 H -5.587 -5.367 0.155
184 H 1.536 1.599 -2.882
185 H -1.383 -0.273 -2.054
186 H -1.165 7.629 -6.839
187 H -4.827 6.232 -1.402
188 H -3.430 5.886 0.110
189 H 0.631 0.099 -6.450
190 H 3.207 5.110 2.927
191 H 2.226 -7.521 2.050
192 H -0.111 -4.259 -2.385
193 H -0.764 -5.366 5.334
194 H 3.498 -3.464 -0.538
195 H 1.686 -3.262 3.421
196 H 0.697 -1.112 -3.994
197 H -2.628 0.429 -4.176
198 H 2.214 4.047 3.969
199 H -8.417 2.393 -1.167
200 H 0.872 3.248 -2.991
201 H -0.176 -4.308 4.157
202 H 3.806 6.851 -2.022
203 H 1.227 -2.558 6.570
204 H 0.364 6.733 -7.210
205 H -4.942 1.771 3.363
206 H 3.054 -3.944 4.448
207 H -1.526 2.314 -2.925
208 H -2.708 -2.186 -1.263
209 H -7.329 5.650 1.911
210 H 7.248 -4.920 4.994
211 H -0.302 1.366 2.351
212 H 7.509 -3.209 5.556
213 H -0.715 0.182 7.246
214 H -0.050 3.753 0.300
215 H -0.034 6.186 0.909
216 H 7.004 -4.553 2.112
217 H -5.818 2.834 -0.707
218 H 3.363 0.106 -3.373
219 H 4.326 8.295 0.247
220 H -3.280 -2.453 4.548
221 H -1.390 -5.479 3.608
222 H -5.910 4.977 -0.824
223 H 2.358 1.658 -0.075
224 H -8.864 4.778 2.241
225 H -1.802 -2.863 -3.776
226 H 5.028 -0.321 -3.282
227 H -2.050 5.274 -3.693
228 H 1.782 -1.879 -0.189
229 H -3.667 5.134 6.176
230 H -2.394 3.451 3.479
231 H -6.477 0.288 -3.851
232 H 1.907 0.829 -5.372
233 H 1.234 0.985 5.963
234 H 3.075 -5.979 3.245
235 H -4.440 0.558 -5.982
236 H -8.009 0.890 -0.456
237 H 1.058 -3.491 0.231
238 H -5.119 -3.927 3.494
239 H 1.436 1.328 2.666
240 H 5.467 -0.845 0.494
241 H 5.147 -6.769 -0.451
242 H -1.773 -2.248 3.707
243 H 0.057 -1.650 4.965
244 H 6.307 -0.211 2.483
245 H -5.473 5.160 -2.534
246 H 1.930 0.037 4.635
247 H -1.447 5.964 1.923
248 H -7.799 -2.590 0.102
249 H -1.198 -1.572 7.041
250 H -4.866 1.824 -2.429
251 H 6.930 -7.246 1.053
252 H 1.831 1.336 -6.997
253 H -2.451 -2.758 -6.967
254 H 5.468 -1.389 -5.577
255 H -1.596 3.650 -5.436
256 H 4.247 -2.575 -6.141
257 H -3.566 -0.497 0.913
258 H 0.486 -7.237 2.333
259 H 4.296 0.307 1.029
260 H -1.350 -3.896 -5.061

**Calculated total energy**: -4698.10216 Ha
**Spin multiplicity**: 1
**Kohn-Sham gap**: 8.433 eV
**SMILES**: COC[C@H](C)N.COC[C@H](C)N.COC[C@H](C)N.COC[C@H](C)N.COCCNCCOC.COCCNCCOC.COCCNCCOC.COCCNCCOC.COCCNCCOC.COCCNCCOC.COCCNCCOC.COCCNCCOC
**F_max**: 3.97 eV/A
**Net charge**: 0
**Relative energy (zero: lowest compared OMol25 entry of this formula, charge and spin)**: 2.4791 eV

Atomic partial charges in e from the Mulliken method, atoms 1 to 99: 0.518, 0.122, -0.704, -0.172, -0.519, -0.111, 0.324, -0.485, -0.389, 0.566, 0.266, -0.498, 1.674, -0.125, -0.261, -0.315, -0.333, -0.251, -0.156, -0.521, -0.270, -0.073, -0.156, 1.042, 0.031, 1.919, 0.949, 1.752, -0.179, 0.036, -0.507, 0.482, 0.461, -0.960, -0.881, -0.216, -0.817, 0.495, -0.729, 0.670, -0.907, -1.309, -0.942, -1.417, -0.691, 0.308, -0.085, 0.600, -0.207, -0.877, -0.670, -0.933, -0.804, -0.631, 0.421, -0.773, -1.807, -0.954, -0.737, -0.332, 0.345, -0.915, -1.348, -0.748, -1.407, 0.355, 0.747, 0.578, 0.104, -0.714, 2.490, 0.123, -0.991, 1.546, -1.079, 0.504, -0.684, -0.964, -1.297, -0.669, -1.290, -0.263, -0.508, 0.081, -1.056, -0.810, -0.681, 0.112, 0.226, -0.772, -0.347, -1.147, -0.708, -0.158, 0.570, -1.104, -0.914, -0.053, -0.301

***

(4)
Formula: C2H11NO3
Source: the Open Molecules 2025 dataset
Level of theory: ωB97M-V with the def2-TZVPD basis set

Cartesian coordinates (Å):
1 O 0.975 -0.105 -1.849
2 O -1.573 1.916 0.482
3 O 2.722 0.015 0.099
4 N -1.210 -0.431 0.913
5 C 0.215 -0.295 1.216
6 C -1.544 -0.777 -0.416
7 H 1.667 0.008 -1.135
8 H 1.359 0.001 -2.721
9 H -1.530 0.695 0.915
10 H -1.581 2.537 1.223
11 H -1.129 0.026 -1.096
12 H -2.615 -0.827 -0.616
13 H -1.061 -1.711 -0.710
14 H 3.653 -0.150 -0.097
15 H 0.530 0.468 0.520
16 H 0.422 -0.129 2.261
17 H 0.700 -1.239 1.011

**Calculated total energy**: -362.97965 Ha
**Spin multiplicity**: 1
**Kohn-Sham gap**: 3.838 eV
**F_max**: 3.74 eV/A
**Net charge**: 0
**Relative energy (zero: lowest compared OMol25 entry of this formula, charge and spin)**: 8.0205 eV

Listed below, in e, are the Mulliken charges computed for each atom: -0.605, -0.662, -0.800, -0.213, -0.729, -0.592, 0.377, 0.274, 0.492, 0.288, 0.328, 0.285, 0.344, 0.191, 0.400, 0.301, 0.321